## 1
Entry from OMol25: a 2-piece molecular cluster, C11H18 overall (the ωB97M-V functional and the def2-TZVPD basis).

The lowest unoccupied orbital energy is 0.98 eV. The HOMO energy comes out at -0.338 Eh. The structure (SMILES) is c1ccccc1.CCCCC.

Each line ends with the Mulliken charge.
Cartesian coordinates (Å):
C 4.4279 -1.3940 -0.0332  -1.2189
C 3.3908 -0.5392 0.7111  -0.4111
C 2.6889 0.3713 -0.3554  -0.5522
C 1.1619 0.7291 0.1707  -0.4926
C 0.4856 1.8265 -0.7221  -1.0009
C -3.0040 0.3054 1.2391  -0.2218
C -4.3039 -0.1037 1.1800  -0.5967
C -4.7882 -0.6972 -0.0175  -0.1539
C -4.0091 -0.8487 -1.1637  -0.6562
C -2.7293 -0.3140 -1.0885  -0.1998
C -2.1772 0.1950 0.0671  0.8193
H 3.8416 -2.2318 -0.7310  0.2617
H 5.3295 -0.8259 -0.6786  0.2391
H 4.8852 -1.9987 0.7090  0.4304
H 3.9133 -0.0990 1.5759  0.3307
H 2.8684 -1.4086 1.1768  0.2644
H 3.2958 1.3881 -0.2179  0.2376
H 2.6914 -0.1603 -1.2823  0.3711
H 1.1492 1.3453 1.3015  0.1755
H 0.6563 -0.1248 0.5717  0.5210
H -0.2811 1.4014 -1.5425  0.1680
H -0.1477 2.4410 0.0149  0.3398
H 1.3697 2.4826 -1.1418  0.3139
H -2.4638 0.7995 2.0954  0.3004
H -4.9386 -0.2209 2.1133  0.2612
H -5.7613 -1.1112 0.0421  0.3703
H -4.3543 -1.3351 -2.1017  0.3350
H -2.0748 -0.3723 -1.9637  0.3100
H -1.1222 0.5004 0.0713  -0.5452



## 2
Entry from OMol25: a 2-piece molecular cluster, C11H18 overall (the ωB97M-V functional and the def2-TZVPD basis).

The lowest unoccupied orbital energy is 1.03 eV. The HOMO energy comes out at -0.331 Eh. The structure (SMILES) is Cc1ccccc1.CC(C)C.

Each line ends with the Mulliken charge.
Cartesian coordinates (Å):
C 1.5883 -1.7610 -0.8014  0.8027
C 1.7352 -3.2821 -1.1834  -1.6095
C 1.4805 -0.9407 -2.0568  -1.2696
C 0.3387 -1.6671 0.0830  -0.8824
H 2.5427 -1.6453 -0.3186  0.1725
H 2.6757 -3.4936 -1.6986  0.4001
H 0.4844 -1.0307 -2.5287  0.2802
H 1.7351 0.1431 -2.0343  0.2653
H 2.1821 -1.2074 -2.8444  0.4198
H 0.4493 -2.1400 1.0647  0.3471
H 0.0387 -0.6179 0.1883  -0.0842
H -0.3836 -2.2509 -0.5421  0.3825
H 0.9172 -3.6564 -1.7662  0.3970
H 1.8175 -3.9756 -0.3568  0.3897
C 0.7380 2.0930 2.0587  -1.2568
C -1.7569 1.6645 -0.6862  -0.2463
C -2.9832 1.5993 -0.0194  -0.4998
C -0.5441 1.7916 -0.0215  -0.6474
C -0.5435 1.9542 1.3459  0.9859
C -2.9532 1.5830 1.3722  -0.5404
C -1.7592 1.8177 2.0270  -0.4396
H -1.7215 1.6370 -1.7693  0.3656
H -3.9153 1.6250 -0.5754  0.3755
H 0.2947 1.7434 -0.7116  0.3020
H -3.8998 1.6128 1.9089  0.3346
H 1.4080 2.8300 1.6028  0.3448
H 1.2509 1.1352 2.0790  0.2314
H -1.7832 1.9609 3.1000  0.3203
H 0.5667 2.4780 3.0844  0.3590



Quick ranking, most stable first: 2, 1.



## 1
Entry from OMol25: an isolated molecule of C3H8O2 (the ωB97M-V functional and the def2-TZVPD basis).

The lowest unoccupied orbital energy is 0.88 eV. The HOMO energy comes out at -0.380 Eh. The structure (SMILES) is OCCCO.

Each line ends with the Mulliken charge.
Cartesian coordinates (Å):
C -0.2739 -1.3658 0.3738  -0.2850
O -1.4204 -1.5871 1.2071  -0.4951
C -0.2746 0.1082 -0.0858  -0.6719
C 1.0223 0.6682 -0.6306  -0.4735
O 0.9368 2.0947 -0.7535  -0.5292
H -0.3158 -1.9450 -0.5468  0.2470
H 0.6310 -1.5029 0.9600  0.3215
H -2.0597 -1.0322 0.7720  0.3002
H -0.5406 0.7147 0.7888  0.3686
H -1.0902 0.3099 -0.7917  0.3297
H 1.2759 0.2688 -1.6340  0.3382
H 1.8184 0.5078 0.0782  0.2402
H 1.2006 2.3781 -1.6321  0.3091



## 2
Entry from OMol25: an isolated molecule of C3H8O2 (the ωB97M-V functional and the def2-TZVPD basis).

The lowest unoccupied orbital energy is 1.03 eV. The HOMO energy comes out at -0.358 Eh. The structure (SMILES) is COCCO.

Each line ends with the Mulliken charge.
Cartesian coordinates (Å):
C 1.5517 0.7523 0.4795  -0.6983
O 0.4472 0.0370 0.9803  -0.3483
C -0.0796 -0.9214 0.0773  -0.3957
C -1.4512 -0.4543 -0.3727  -0.4308
O -1.3661 0.7769 -1.0639  -0.5200
H 1.8546 1.4577 1.2584  0.2338
H 2.3987 0.0884 0.2508  0.2877
H 1.2915 1.3075 -0.4343  0.3332
H 0.5741 -1.0356 -0.7983  0.3001
H -0.1413 -1.8915 0.5893  0.3199
H -1.8982 -1.1790 -1.0609  0.3422
H -2.1039 -0.3696 0.5094  0.2718
H -1.0774 1.4315 -0.4150  0.3044



## 3
Entry from OMol25: C3H8O2 as an isolated structure (the ωB97M-V functional and the def2-TZVPD basis).

The lowest unoccupied orbital energy is 0.41 eV. The HOMO energy comes out at -0.375 Eh.

Each line ends with the Mulliken charge.
Cartesian coordinates (Å):
C 0.1668 0.0490 0.2625  0.6157
C -1.4272 0.7059 0.1847  -1.2279
C 0.1641 -1.3480 -0.3103  -1.2836
O 0.6413 1.0253 -0.5530  -0.3111
O 2.2360 0.6626 -0.2866  -0.4537
H 2.4577 1.4820 0.1865  0.3230
H 0.4867 0.1142 1.3076  0.2742
H 1.1558 -1.7913 -0.1943  0.3364
H -0.0645 -1.3274 -1.3786  0.3265
H -0.5678 -1.9805 0.1998  0.3395
H -1.4519 1.7807 0.3568  0.3519
H -1.9264 0.1799 1.0006  0.3754
H -1.8706 0.4477 -0.7757  0.3335



Quick ranking, most stable first: 1, 2, 3.



## 1
Entry from OMol25: an isolated molecule of C3H8O2 (the ωB97M-V functional and the def2-TZVPD basis).

The lowest unoccupied orbital energy is 0.88 eV. The HOMO energy comes out at -0.348 Eh. The structure (SMILES) is C[C@@H](O)CO.

Each line ends with the Mulliken charge.
Cartesian coordinates (Å):
C -1.6450 0.2633 -0.0094  -0.9436
C -0.1040 -0.4099 0.2505  0.2374
O 0.0240 -0.3484 -1.1866  -0.5939
C 1.2150 0.3249 0.7318  -0.5764
O 2.3072 -0.0927 -0.0679  -0.5115
H -1.5739 1.2860 0.3375  0.3181
H -2.3721 -0.3400 0.5071  0.3070
H -2.0631 0.3812 -1.0682  0.2695
H 0.0922 -1.4751 0.5700  0.2887
H -0.4986 -1.0927 -1.4925  0.2996
H 1.0793 1.4071 0.6521  0.2842
H 1.5304 0.0999 1.7629  0.2971
H 2.0085 -0.0036 -0.9872  0.3237



## 2
Entry from OMol25: C3H8O2 as an isolated structure (the ωB97M-V functional and the def2-TZVPD basis).

The lowest unoccupied orbital energy is 0.58 eV. The HOMO energy comes out at -0.276 Eh.

Each line ends with the Mulliken charge.
Cartesian coordinates (Å):
O -0.6485 1.4356 0.2597  -0.5850
C -1.1456 0.0814 0.2559  -0.2603
C -0.2598 -0.7247 -0.6878  -0.6430
C 1.1570 -1.0696 -0.2683  -0.5409
O 1.8155 0.5171 0.3099  -0.5192
H -1.0194 1.9034 1.0186  0.3064
H -2.1934 0.0903 -0.0753  0.3190
H -1.0993 -0.3401 1.2697  0.2973
H -0.2912 -0.2373 -1.6751  0.2790
H -0.7231 -1.7146 -0.8344  0.3633
H 1.1145 -1.5010 0.7423  0.1406
H 2.2501 0.4298 -0.5514  0.4274
H 1.0432 1.1298 0.2362  0.4153



Quick ranking, most stable first: 1, 2.